Density functional theory data (ωB97M-V/def2-TZVPD) for C33H67Br3F6N8O12 as an isolated structure.

```
129
Properties=species:S:1:pos:R:3:forces:R:3:lowdin_charge:R:1
Br -4.531 2.468 -1.125 -0.1 -0.2 -0.1 0.589
Br -3.228 2.798 -4.043 -0.1 0.1 0.0 0.638
Br -5.033 5.161 -2.716 0.3 -0.3 -0.2 0.558
F 3.175 -1.929 2.209 0.2 -0.6 0.0 0.185
F -5.239 -1.350 -3.165 0.0 0.1 -0.1 0.170
F -3.466 -0.255 -2.629 0.3 -0.1 0.4 0.122
F -3.380 -2.422 -3.028 0.2 0.2 0.5 0.162
F 2.322 -2.561 0.293 0.3 -0.2 0.0 0.187
F 1.078 -2.517 2.060 0.2 -0.3 0.3 0.136
O 1.172 -6.055 3.836 0.3 -0.1 0.1 0.035
O 2.926 -2.518 -3.622 -0.1 0.0 0.0 0.023
O 0.850 -0.279 0.225 -0.1 -1.0 -1.1 0.045
O 2.131 0.401 1.940 -0.1 0.4 0.0 0.149
O 5.962 -0.436 0.509 0.0 0.2 0.5 0.046
O -1.673 5.149 0.285 -0.1 0.4 -0.1 0.028
O -2.361 -0.910 -5.107 0.5 0.0 -0.1 0.150
O 0.796 1.496 -4.006 0.3 -0.2 -0.2 -0.001
O -4.529 -0.797 -5.666 -1.1 -0.3 1.0 0.033
O 0.900 3.588 4.672 -0.2 -0.2 -0.3 0.033
O -3.792 -4.222 0.735 -0.2 0.5 -0.4 0.030
O -1.862 0.162 2.353 0.3 0.3 0.1 0.016
N -2.365 6.484 2.004 0.2 0.5 -0.5 0.011
N -2.785 0.795 4.283 0.9 0.3 0.5 0.010
N 0.502 0.792 -6.096 0.3 -0.8 -0.3 0.021
N 2.515 -6.831 5.486 -0.1 -0.1 0.1 0.001
N -2.843 -2.145 0.669 -0.6 -0.1 -0.4 0.030
N 1.113 -3.773 -3.213 0.7 0.5 -0.3 0.020
N 1.188 4.729 2.742 0.4 0.4 -0.5 0.014
N 7.760 0.241 1.662 0.9 0.2 0.0 -0.003
C -1.434 -4.117 0.851 -0.1 0.4 0.3 0.000
C -0.647 1.128 -1.179 1.0 -1.7 0.2 -0.038
C -4.076 1.049 3.683 0.3 -0.4 -0.4 -0.062
C -4.153 -1.521 0.519 0.2 -0.1 0.6 -0.063
C 0.718 4.585 3.989 0.8 0.2 1.5 -0.571
C -2.541 4.098 2.251 1.0 -0.3 0.2 0.003
C -3.925 -1.245 -3.370 -0.6 -0.8 -0.7 -0.564
C -2.133 7.725 1.294 -0.2 0.2 -0.2 -0.064
C -2.120 5.297 1.410 -0.4 -1.5 0.2 -0.558
C 1.230 0.844 -4.954 0.3 1.7 -0.2 -0.570
C 8.655 -0.635 0.945 0.2 -0.7 -0.8 -0.091
C 2.112 -1.917 1.432 -1.1 1.0 -0.4 -0.552
C 1.998 -5.860 4.714 -0.8 0.7 -0.1 -0.566
C 0.405 1.046 -0.072 -1.1 1.3 0.4 -0.197
C -2.810 -3.492 0.722 0.6 -1.1 0.4 -0.563
C 0.953 -1.331 -3.011 -0.1 0.3 0.8 0.001
C 2.495 -4.463 5.006 -0.3 0.6 -0.2 -0.002
C 0.776 -0.053 -7.243 0.1 0.6 -0.5 -0.081
C -3.804 3.673 -2.450 -0.1 0.4 0.8 -1.621
C -1.738 0.322 3.569 -0.9 -1.2 -1.1 -0.521
C 5.631 1.259 2.177 -1.2 1.8 -0.5 -0.012
C 1.884 3.671 2.026 -1.0 0.0 -0.7 -0.045
C -0.272 -4.051 -2.918 -0.1 -0.1 0.7 -0.079
C 2.159 -8.220 5.345 1.1 -0.8 0.6 -0.070
C 1.689 -0.439 1.210 0.7 0.1 0.4 -0.402
C 6.433 0.271 1.391 -0.3 -0.3 -0.9 -0.552
C -3.519 -0.996 -4.833 -0.1 0.8 -0.6 -0.406
C -3.543 -1.338 -7.832 -0.3 -0.4 0.8 -0.056
C 0.086 5.831 4.588 -0.6 0.0 -0.4 -0.003
C 2.629 0.271 -4.976 -0.3 0.0 0.5 0.009
C 1.751 -2.563 -3.284 -0.4 -0.6 0.2 -0.522
C -4.279 -0.290 -6.964 1.9 -0.4 -1.4 -0.188
C -0.557 -0.203 4.332 0.1 0.2 -0.3 0.023
H 0.241 0.542 4.278 0.0 0.1 0.6 0.089
H -0.143 -1.083 3.843 -0.3 0.0 -0.2 0.073
H 3.099 -6.536 6.246 0.1 -0.2 0.0 0.128
H -3.632 0.583 -6.857 -0.3 0.2 0.0 0.117
H -3.985 1.668 2.793 0.0 0.3 0.1 0.057
H -3.559 -1.131 -8.899 -0.1 0.2 0.0 0.077
H -1.219 8.218 1.626 0.0 0.1 -0.1 0.081
H 8.188 0.849 2.337 -0.4 0.1 0.1 0.130
H -0.981 -3.741 -3.686 0.1 -0.1 -0.2 0.077
H -1.302 -4.379 1.903 0.1 -0.1 0.0 0.089
H -2.488 6.484 3.000 -0.2 0.1 0.0 0.116
H 8.563 -1.654 1.323 0.2 -0.1 -0.1 0.085
H 2.629 -0.798 -4.757 0.2 0.1 -0.4 0.054
H -0.151 0.931 -2.128 -0.3 0.5 -0.1 0.036
H -1.359 0.311 -1.041 -0.4 0.3 0.1 0.072
H -0.988 5.637 4.668 0.0 0.2 -0.2 0.062
H 1.499 -8.401 4.507 -0.2 0.3 0.0 0.083
H -2.569 1.023 5.238 -0.5 0.0 0.1 0.132
H 3.139 0.742 -4.138 0.1 0.0 -0.1 0.100
H -4.740 1.486 4.421 -0.1 0.0 -0.1 0.088
H -2.554 4.340 3.315 -0.5 0.0 0.0 0.071
H -2.083 7.504 0.230 0.3 -0.2 0.1 0.083
H 3.078 -8.801 5.196 -0.1 0.0 -0.3 0.081
H 1.774 -8.633 6.281 -0.5 0.2 -0.1 0.081
H -0.638 -3.433 0.566 0.1 -0.1 -0.1 0.050
H 1.098 3.070 1.558 0.5 -0.5 0.3 0.062
H 0.843 5.499 2.194 0.1 0.1 0.0 0.125
H 0.683 -0.877 -3.963 -0.4 -0.4 0.4 0.068
H 0.298 6.700 3.965 -0.3 0.1 0.0 0.071
H -0.060 1.380 0.858 0.2 0.3 0.0 0.096
H 4.680 1.544 1.710 -0.2 -1.3 -0.2 0.066
H -0.899 -0.518 5.317 0.5 0.4 0.3 0.083
H -1.819 3.280 2.171 0.2 0.2 -0.3 0.078
H 0.782 -1.128 -7.064 -0.2 0.0 0.3 0.087
H 0.380 6.069 5.607 0.5 -0.4 0.0 0.083
H -2.949 4.097 -1.936 0.1 0.1 -0.3 -0.053
H -4.849 -2.052 1.169 -0.1 0.1 0.0 0.084
H 1.728 -4.474 -3.601 -0.3 -0.4 0.2 0.137
H -1.104 2.111 -1.148 -0.1 0.0 -0.1 0.074
H -4.053 -2.286 -7.640 -0.1 0.0 -0.3 0.085
H -4.522 -1.630 -0.498 0.0 0.1 -0.1 0.064
H 2.448 4.076 1.186 0.2 0.3 0.2 0.091
H 1.233 1.693 -0.366 0.3 -0.2 0.4 0.133
H 1.662 -3.763 5.099 -0.3 -0.3 -0.2 0.080
H 8.460 -0.677 -0.129 -0.6 0.1 0.1 0.084
H -4.461 0.098 3.308 -0.3 0.0 0.2 0.085
H -0.379 -5.107 -2.676 0.0 -0.1 -0.4 0.088
H -0.583 -3.576 -1.989 0.1 0.3 0.0 0.063
H -2.520 -1.502 -7.497 0.0 0.3 -0.1 0.059
H -0.305 1.389 -6.119 -0.2 -0.2 0.2 0.128
H 2.534 3.098 2.675 -0.2 -0.1 0.1 0.082
H -1.401 -5.035 0.273 0.0 0.0 -0.1 0.081
H -4.128 -0.475 0.811 0.2 0.0 -0.1 0.060
H 1.551 -0.609 -2.455 0.3 -0.1 -0.3 0.096
H 5.372 0.990 3.197 0.5 0.0 0.1 0.087
H 6.010 2.284 2.057 1.0 -0.3 0.9 0.083
H 9.705 -0.341 0.941 -0.1 0.3 0.8 0.080
H 3.070 -4.297 5.917 0.4 -0.4 -0.2 0.072
H -2.022 -1.648 0.978 -0.2 0.4 -0.1 0.100
H -5.204 -0.044 -7.472 -0.3 0.1 0.6 0.125
H 3.157 0.488 -5.901 -0.1 -0.1 -0.1 0.083
H 0.007 0.186 -7.977 0.0 -0.3 -0.1 0.080
H -3.463 3.656 1.883 -0.3 0.4 0.1 0.060
H -2.974 8.415 1.374 0.0 -0.1 0.4 0.082
H 3.018 -4.155 4.100 0.3 0.2 0.3 0.080
H 0.070 -1.457 -2.384 -0.1 -0.4 -0.3 0.079
H 1.730 0.202 -7.713 0.0 0.0 0.1 0.077
```
Positions in Å, forces in eV/Å.

- energy (eV) = -298233.94731
- Kohn-Sham gap (hartree) = 0.3285
- E_HOMO (Ha) = -0.3251
- multiplicity = 1
- maximum force (eV Å⁻¹) = 2.43